(1)
# C2H4LiLuO

A structure of composition C2H4LiLuO in a non-equilibrium geometry (wB97M-V/def2-TZVPD, OMol25).

Results
LUMO energy (alpha / beta) ... -3.9590 / -5.4414 eV
⟨S²⟩ ... 0.76

The geometry in ORCA input format:
```
! RIJCOSX wB97M-V def2-TZVPD def2/J DEFGRID3
* xyz 1 2
O -0.833 0.346 1.320
Li -1.691 0.378 2.828
Lu 0.224 -1.270 0.392
C -0.571 1.842 -0.028
C 0.209 1.341 -1.119
H -1.607 2.113 -0.276
H -0.094 2.629 0.576
H 1.250 1.682 -1.191
H -0.307 1.182 -2.073
*
```

***

(2)
# C2H4LiLuO2

A structure of composition C2H4LiLuO2 in a non-equilibrium geometry (wB97M-V/def2-TZVPD, OMol25).

Results
LUMO energy ... -10.8413 eV

The geometry in ORCA input format:
```
! RIJCOSX wB97M-V def2-TZVPD def2/J DEFGRID3
* xyz 2 1
O 1.890 1.343 -0.127
C 0.350 -0.911 -0.649
C -0.910 -0.591 -0.213
O -1.113 0.093 0.960
H 2.679 0.895 0.178
H 1.112 -1.123 0.111
H 0.503 -0.981 -1.727
H -1.759 -1.188 -0.572
Li -2.979 0.446 1.115
Lu 0.227 2.016 0.924
*
```

***

(3)
# C2H4LiNaO

A structure of composition C2H4LiNaO in a non-equilibrium geometry (wB97M-V/def2-TZVPD, OMol25).

Results
LUMO energy (alpha / beta) ... -3.9512 / -4.7832 eV
⟨S²⟩ ... 0.77

The geometry in ORCA input format:
```
! RIJCOSX wB97M-V def2-TZVPD def2/J DEFGRID3
* xyz 1 2
O -0.174 1.481 0.233
Na -2.003 1.062 -0.947
Li 0.143 2.782 1.403
C 0.598 -0.148 -0.116
C -0.150 -1.363 -0.106
H 1.247 -0.108 0.780
H 1.098 0.033 -1.081
H -0.469 -1.791 0.851
H -0.288 -1.948 -1.018
*
```

***

(4)
# C2H4LiO2Tl

A structure of composition C2H4LiO2Tl in a non-equilibrium geometry (wB97M-V/def2-TZVPD, OMol25).

Results
LUMO energy (alpha / beta) ... 2.5651 / 2.6514 eV
⟨S²⟩ ... 0.82

The geometry in ORCA input format:
```
! RIJCOSX wB97M-V def2-TZVPD def2/J DEFGRID3
* xyz -1 2
O 1.123 1.129 0.100
H 1.555 1.472 0.887
C 0.580 -0.269 0.399
C 0.494 -1.029 -0.871
O -0.857 -1.197 -1.274
H -0.406 -0.067 0.877
H 1.250 -0.758 1.127
H 1.002 -2.006 -0.754
Li -3.873 0.807 0.415
Tl -0.869 1.918 -0.905
*
```

***

(5)
# C2H4N

The ion C2H4N with charge +1 in a non-equilibrium geometry (wB97M-V/def2-TZVPD, OMol25).

Results
Structure (SMILES) ... C#[N+]C
LUMO energy ... -5.3554 eV

The geometry in ORCA input format:
```
! RIJCOSX wB97M-V def2-TZVPD def2/J DEFGRID3
* xyz 1 1
C 1.587 0.019 0.030
N 0.416 -0.089 0.032
C -0.944 -0.045 0.032
H 2.617 -0.090 -0.065
H -1.431 -1.064 0.192
H -1.220 0.804 0.770
H -1.025 0.465 -0.989
*
```

***

(6)
# C2H4N

The ion C2H4N with charge +1 in a non-equilibrium geometry (wB97M-V/def2-TZVPD, OMol25).

Results
Structure (SMILES) ... C=[N+]=C
LUMO energy (alpha / beta) ... -7.4984 / -8.1973 eV

The geometry in ORCA input format:
```
! RIJCOSX wB97M-V def2-TZVPD def2/J DEFGRID3
* xyz 1 1
C -1.241 0.054 -0.012
N -0.133 0.320 0.363
C 1.443 0.052 -0.088
H -2.183 0.083 0.687
H -1.614 -0.366 -0.941
H 1.975 0.925 -0.060
H 1.752 -1.068 0.051
*
```

***

(7)
# C2H4N11

A cluster of 2 separate species, C2H4N11 in total in a non-equilibrium geometry (wB97M-V/def2-TZVPD, OMol25).

Results
LUMO energy ... 4.3762 eV

The geometry in ORCA input format:
```
! RIJCOSX wB97M-V def2-TZVPD def2/J DEFGRID3
* xyz -1 1
C -1.096 -0.159 0.002
C 2.273 0.414 0.355
N -2.886 0.949 -0.692
N -2.065 -0.086 -0.991
N -1.392 0.805 0.864
N -2.467 1.423 0.396
N 2.194 1.296 -0.638
N 1.340 2.238 -0.244
N 0.691 -2.946 -0.685
N -0.217 -2.232 -0.142
N 1.444 0.723 1.393
N 0.914 1.822 0.968
N -0.036 -0.945 -0.080
H 2.921 -0.444 0.351
H 0.533 -3.890 -0.454
H -2.057 -0.867 -1.659
H -0.093 1.899 1.256
*
```

***

(8)
# C2H4N2

An isolated molecule of C2H4N2 in a non-equilibrium geometry (wB97M-V/def2-TZVPD, OMol25).

Results
Structure (SMILES) ... [H]/N=N\C=C
LUMO energy ... 0.2279 eV

The geometry in ORCA input format:
```
! RIJCOSX wB97M-V def2-TZVPD def2/J DEFGRID3
* xyz 0 1
H -1.276 -1.584 -1.273
N -1.349 -0.525 -1.624
N -0.669 0.210 -0.933
C 0.236 -0.186 0.095
C 0.673 0.791 0.878
H 0.491 -1.289 0.387
H 0.505 1.875 0.744
H 1.389 0.707 1.725
*
```

***

(9)
# C2H4N2

A cluster of 2 separate species, C2H4N2 in total in a non-equilibrium geometry (wB97M-V/def2-TZVPD, OMol25).

Results
LUMO energy (alpha / beta) ... 0.9467 / 0.9212 eV

The geometry in ORCA input format:
```
! RIJCOSX wB97M-V def2-TZVPD def2/J DEFGRID3
* xyz 0 1
C 1.021 -0.590 -0.620
C -0.925 0.652 0.655
N 1.324 -1.594 -0.008
N -1.502 1.447 -0.061
H 1.160 -0.137 -1.585
H -0.821 0.433 1.703
H 1.931 -2.351 -0.329
H -2.189 2.139 0.246
*
```

***

(10)
# C2H4N2

A structure of composition C2H4N2 in a non-equilibrium geometry (wB97M-V/def2-TZVPD, OMol25).

Results
LUMO energy ... 0.8288 eV

The geometry in ORCA input format:
```
! RIJCOSX wB97M-V def2-TZVPD def2/J DEFGRID3
* xyz 0 1
C 0.237 -0.895 -0.055
C 0.862 0.287 -0.117
N -1.034 -0.195 0.066
N -0.302 1.053 -0.124
H 0.277 -1.960 -0.204
H 2.362 0.512 0.510
H -1.768 -0.499 -0.642
H -0.634 1.698 0.566
*
```

***

(11)
# C2H4N2

An isolated molecule of C2H4N2 in a non-equilibrium geometry (wB97M-V/def2-TZVPD, OMol25).

Results
Structure (SMILES) ... C1[C@@H]2NN12
LUMO energy ... 1.1067 eV

The geometry in ORCA input format:
```
! RIJCOSX wB97M-V def2-TZVPD def2/J DEFGRID3
* xyz 0 1
C 0.787 0.180 -0.164
C -0.374 -0.196 0.665
N -1.347 -0.265 -0.313
N -0.304 1.040 -0.154
H 1.639 0.539 0.380
H 1.081 -0.224 -1.125
H -0.536 -0.306 1.787
H -0.946 -0.768 -1.078
*
```

***

(12)
# C2H4N2

An isolated molecule of C2H4N2 in a non-equilibrium geometry (wB97M-V/def2-TZVPD, OMol25).

Results
LUMO energy ... 0.2813 eV

The geometry in ORCA input format:
```
! RIJCOSX wB97M-V def2-TZVPD def2/J DEFGRID3
* xyz 0 1
C 0.318 0.973 0.687
C 0.411 -0.223 0.168
N -1.586 -0.109 -1.028
N -0.601 -0.695 -0.691
H 1.215 1.477 1.098
H 1.245 -1.051 0.297
H -0.730 1.352 0.593
H -0.272 -1.724 -1.124
*
```